# 1
10
Properties=species:S:1:pos:R:3 method="wB97M-V/def2-TZVPD" lumo_ev=-0.5 e_above_lowest_kj_mol=240.3 largest_force_ev_per_a=5.50 total_charge=0 homo_lumo_gap_ha=0.38109
N -0.922 -0.975 -0.518
N 0.206 -0.451 -0.480
O -1.319 -1.733 -1.350
O 2.422 0.506 -0.791
O 1.093 0.145 -2.755
O 2.259 -1.817 -1.679
O 0.355 0.514 0.518
S 1.843 -0.484 -1.661
H -1.538 -0.529 0.373
H 1.235 0.946 0.239

---

# 2
9
Properties=species:S:1:pos:R:3 method="wB97M-V/def2-TZVPD" lumo_ev="0.0 / -1.4" e_above_lowest_kj_mol=0.0 largest_force_ev_per_a=5.04 total_charge=0 homo_lumo_gap_ha="0.27812 / 0.23379" spin_multiplicity=6
C 0.214 2.838 -0.811
C 0.723 1.587 -0.187
H 0.494 1.440 0.881
H -0.146 3.665 -0.193
H 0.528 0.689 -0.798
O 2.868 3.644 -1.551
C 1.845 3.208 -0.957
O 2.122 1.959 -0.315
Fe 4.127 2.262 -0.830

---

# 3
48
Properties=species:S:1:pos:R:3 method="wB97M-V/def2-TZVPD" lumo_ev="-6.5 / -9.0" largest_force_ev_per_a=0.47 total_charge=+2 homo_lumo_gap_ha="0.29115 / 0.20512" spin_multiplicity=6
Fe 0.069 -0.380 -0.252
C -1.182 1.593 3.456
C -0.398 1.410 2.199
O -0.421 0.310 1.640
C 0.421 2.529 1.665
C 0.569 3.681 2.389
C 1.377 4.750 1.927
C 2.056 4.660 0.710
C 1.926 3.534 -0.058
C 1.100 2.429 0.375
O 0.985 1.432 -0.378
H -1.767 0.698 3.645
H -1.845 2.456 3.375
H -0.514 1.770 4.302
H 0.074 3.794 3.344
H 1.464 5.642 2.532
H 2.678 5.480 0.378
H 2.426 3.427 -1.012
N 2.180 -1.968 -3.627
C 1.070 -1.358 -3.235
N 1.082 -1.269 -1.911
C 2.261 -1.866 -1.562
N 2.956 -2.302 -2.577
C 2.629 -1.981 -0.149
C 3.813 -2.544 0.302
N 4.095 -2.605 1.597
C 3.188 -2.120 2.438
C 1.993 -1.567 1.999
N 1.718 -1.489 0.696
H 2.477 -2.196 -4.566
H 0.296 -1.019 -3.906
H 4.534 -2.951 -0.396
H 3.415 -2.174 3.495
H 1.244 -1.207 2.690
N -1.692 0.262 -1.311
C -2.744 -0.749 -1.435
C -4.072 -0.362 -1.382
C -5.069 -1.323 -1.475
C -4.739 -2.661 -1.630
C -3.406 -3.042 -1.678
C -2.405 -2.085 -1.575
H -2.107 1.140 -1.019
H -1.268 0.442 -2.220
H -4.335 0.684 -1.269
H -6.106 -1.020 -1.437
H -5.518 -3.406 -1.707
H -3.143 -4.085 -1.789
H -1.366 -2.396 -1.599

---

# 4
26
Properties=species:S:1:pos:R:3 method="wB97M-V/def2-TZVPD" lumo_ev=0.3 e_above_lowest_kj_mol=400.6 largest_force_ev_per_a=5.99 total_charge=0 homo_lumo_gap_ha=0.28455
C -4.429 0.988 1.724
C -3.558 1.673 0.920
C -3.596 0.303 2.705
C -1.078 0.880 -0.184
C 2.021 0.694 -0.256
C 1.426 -1.468 0.874
C 0.497 -0.934 -1.526
C 0.970 -0.420 -0.116
N -1.365 1.612 -1.104
N -2.218 0.556 2.305
N -2.306 1.450 1.229
O -3.899 -0.364 3.682
O -0.326 0.131 0.450
H -5.489 0.892 1.977
H -3.737 2.322 0.117
H 2.733 0.537 -1.177
H 1.359 1.624 -0.358
H 2.525 0.742 0.625
H 2.452 -1.534 0.827
H 1.039 -2.574 0.690
H 1.110 -1.178 1.761
H 1.381 -1.319 -1.983
H -0.212 -1.748 -1.600
H 0.137 -0.227 -2.180
H -0.863 1.820 -1.919
H -1.600 0.843 3.028

---

# 5
118
Properties=species:S:1:pos:R:3 method="wB97M-V/def2-TZVPD" lumo_ev="-1.2 / -1.2" e_above_lowest_kj_mol=0.0 largest_force_ev_per_a=1.59 total_charge=0 homo_lumo_gap_ha="0.20151 / 0.18089" spin_multiplicity=2
V 0.172 -0.993 -0.545
C 2.347 -1.301 -1.016
C 1.727 -2.513 -0.579
C 0.714 -2.841 -1.569
C 0.766 -1.791 -2.554
C 1.782 -0.858 -2.225
C 2.437 0.097 -3.210
C 1.411 0.872 -4.041
C 3.350 1.102 -2.513
C 3.280 -0.773 -4.157
C -0.133 -4.104 -1.774
C -1.213 -4.306 -0.682
C 0.786 -5.336 -1.863
C -0.861 -4.046 -3.125
C 2.323 -3.242 0.634
C 3.499 -4.108 0.156
C 2.878 -2.211 1.637
C 1.322 -4.091 1.424
H 3.203 -0.848 -0.542
H 0.238 -1.800 -3.494
H 0.895 1.605 -3.422
H 0.665 0.209 -4.483
H 1.913 1.405 -4.853
H 2.765 1.779 -1.884
H 3.874 1.704 -3.259
H 4.106 0.610 -1.898
H 2.644 -1.458 -4.719
H 3.999 -1.369 -3.591
H 3.827 -0.147 -4.867
H -0.980 -3.767 0.232
H -1.327 -5.364 -0.436
H -2.185 -3.950 -1.030
H 1.220 -5.610 -0.905
H 1.605 -5.144 -2.561
H 0.218 -6.195 -2.228
H -1.534 -3.192 -3.194
H -1.470 -4.947 -3.230
H -0.159 -4.015 -3.961
H 4.194 -3.504 -0.431
H 3.169 -4.936 -0.470
H 4.038 -4.519 1.014
H 3.790 -1.733 1.274
H 3.127 -2.721 2.571
H 2.137 -1.439 1.852
H 0.819 -4.842 0.825
H 0.564 -3.451 1.882
H 1.851 -4.608 2.229
O -6.720 -0.840 -1.371
C -6.160 -1.375 -0.398
O -6.595 -1.889 0.642
C -4.617 -1.357 -0.499
C -3.982 -1.264 -1.727
C -2.607 -1.157 -1.780
N -1.840 -1.088 -0.684
C -2.462 -1.189 0.516
C -3.820 -1.350 0.645
C -1.531 -0.888 1.671
O -1.934 -0.693 2.800
O -0.296 -0.721 1.274
H -4.586 -1.249 -2.625
H -2.079 -1.083 -2.722
H -4.271 -1.451 1.624
C 0.628 1.322 3.925
C 1.711 1.696 2.972
N 1.801 1.327 1.719
C 2.990 1.845 1.252
C 3.626 2.536 2.233
N 2.807 2.434 3.340
C 3.060 3.071 4.615
N 3.449 4.446 4.447
N 4.759 4.789 4.535
N 4.914 5.991 4.137
C 3.681 6.479 3.739
C 3.323 7.716 3.197
C 1.999 7.900 2.873
C 1.040 6.888 3.098
C 1.381 5.666 3.632
C 2.733 5.482 3.933
H -0.139 0.747 3.409
H 0.169 2.199 4.395
H 1.017 0.688 4.725
H 3.314 1.678 0.239
H 4.562 3.069 2.259
H 3.879 2.577 5.134
H 2.160 3.014 5.224
H 4.066 8.485 3.037
H 1.677 8.840 2.445
H 0.004 7.093 2.855
H 0.643 4.900 3.835
Br -1.610 5.342 -3.769
C -2.183 3.839 -4.785
C -2.500 4.067 -6.116
C -2.971 3.024 -6.897
C -3.158 1.769 -6.339
C -2.830 1.546 -5.011
C -2.314 2.572 -4.227
I -1.741 2.139 -2.267
H -2.381 5.058 -6.529
H -3.197 3.200 -7.941
H -3.565 0.961 -6.931
H -2.990 0.571 -4.570
N -2.698 4.884 0.936
C -3.392 3.549 0.821
C -2.499 2.490 1.430
N -1.224 2.487 0.729
C -0.522 3.742 0.909
C -1.335 4.862 0.287
H -2.583 5.099 1.928
H -3.272 5.614 0.516
H -3.547 3.356 -0.239
H -4.354 3.609 1.327
H -2.994 1.528 1.327
H -2.379 2.682 2.511
H -0.630 1.708 1.014
H 0.451 3.694 0.424
H -0.353 3.971 1.975
H -1.487 4.688 -0.778
H -0.863 5.832 0.441

---

# 6
62
Properties=species:S:1:pos:R:3 method="wB97M-V/def2-TZVPD" lumo_ev="-10.0 / -13.8" e_above_lowest_kj_mol=85.1 largest_force_ev_per_a=3.46 total_charge=+3 homo_lumo_gap_ha="0.24417 / 0.13187" spin_multiplicity=3
Tm -0.615 -0.064 0.541
P 1.478 0.738 2.185
P -2.274 1.896 1.380
P 0.627 1.665 -1.322
H 1.306 -4.964 1.898
C 1.732 -4.488 1.013
C 2.797 -3.668 1.148
H 3.363 -3.562 2.082
C 1.630 -0.267 3.714
C 1.566 2.459 2.821
C 3.190 0.546 1.562
C -3.938 1.493 0.720
C -2.452 1.809 3.204
C -2.049 3.662 0.979
C 1.882 0.760 -2.318
C 1.526 3.223 -1.014
C -0.485 2.171 -2.691
H 1.202 -4.624 0.055
H 3.085 -3.009 0.321
H 1.575 -1.335 3.459
H 0.829 -0.023 4.423
H 2.602 -0.067 4.189
H 0.680 2.698 3.425
H 1.601 3.171 1.985
H 2.469 2.587 3.439
H 3.387 -0.511 1.344
H 3.894 0.895 2.333
H 3.348 1.120 0.640
H -4.670 2.291 0.919
H -4.294 0.552 1.167
H -3.861 1.351 -0.371
H -2.807 2.762 3.624
H -1.472 1.579 3.654
H -3.152 1.008 3.487
H -2.906 4.277 1.295
H -1.920 3.775 -0.107
H -1.141 4.046 1.465
H 1.948 1.261 -3.294
H 1.610 -0.294 -2.458
H 2.858 0.811 -1.819
H 1.681 3.677 -2.005
H 2.492 3.002 -0.531
H 0.904 3.879 -0.387
H 0.025 1.955 -3.640
H -0.658 3.251 -2.610
H -1.439 1.629 -2.635
C -1.051 -2.279 -2.693
C -2.027 -2.236 -3.699
C -1.989 -3.168 -4.723
C -0.990 -4.142 -4.759
C 0.033 -4.114 -3.806
C 0.019 -3.178 -2.773
S -1.230 -1.161 -1.423
H -0.726 -1.826 -0.096
H -2.798 -1.476 -3.629
H -2.760 -3.139 -5.491
H -0.980 -4.912 -5.531
H 0.861 -4.814 -3.871
H 0.807 -3.121 -2.026
O -1.428 -1.518 2.199
H -1.827 -2.382 1.958
H -1.068 -1.656 3.094